1.
DFT (ωB97M-V with the def2-TZVPD basis set) results for a cluster of 2 separate species, CH4N2O2 in total at a distorted geometry.

```
! wB97M-V def2-TZVPD RIJCOSX def2/J DEFGRID3
* xyz 0 1
C -2.237 -0.072 0.362
N -1.635 -0.423 -0.603
N 1.551 0.624 -0.419
O -2.959 0.367 1.119
O 1.604 -0.459 0.503
H 1.112 0.111 -1.156
H -0.739 -0.918 -0.666
H 0.834 1.224 0.048
H 2.470 -0.453 0.811
*
```

Results
ΔE to the lowest compared entry with this formula, charge and spin (eV): 1.620
SMILES: N=C=O.NO
Gap between HOMO and LUMO (eV): 11.163
LUMO (eV): 0.7


2.
DFT (ωB97M-V with the def2-TZVPD basis set) results for a cluster of 2 separate species, CH4N2O2 in total at a distorted geometry.

```
! wB97M-V def2-TZVPD RIJCOSX def2/J DEFGRID3
* xyz 0 1
C 1.600 -0.259 0.352
N -2.151 0.352 -0.444
N -1.213 0.444 0.356
O 2.139 0.792 0.095
O 0.756 -0.914 -0.402
H 1.632 -0.821 1.258
H 0.700 -0.417 -1.270
H -2.445 -0.593 -0.486
H -1.020 1.418 0.541
*
```

Results
ΔE to the lowest compared entry with this formula, charge and spin (eV): 1.673
SMILES: [H]/N=N/[H].O=CO
Gap between HOMO and LUMO (eV): 10.118
LUMO (eV): 0.6


3.
DFT (ωB97M-V with the def2-TZVPD basis set) results for the molecule CH4N2O2.

```
! wB97M-V def2-TZVPD RIJCOSX def2/J DEFGRID3
* xyz 0 1
C 0.150 0.626 0.000
N -1.175 0.321 -0.001
N 0.990 -0.440 0.002
O 0.594 1.759 0.000
O 2.365 -0.166 -0.001
H -1.516 -0.621 0.002
H -1.829 1.081 0.001
H 0.780 -1.420 -0.002
H 2.380 0.815 -0.001
*
```

Results
ΔE to the lowest compared entry with this formula, charge and spin (eV): 0.614
SMILES: NC(=O)NO
Gap between HOMO and LUMO (eV): 9.845
LUMO (eV): 0.7


no.,electronic energy (eV)
1,-8175.0658
2,-8175.0120
3,-8176.0718